No. 1
The following is a DFT calculation (ωB97M-V with the def2-TZVPD basis set) of a cluster of 11 separate species, C34H97N15O12 in total.

Output
- HOMO energy: -8.581 eV
- Electronic energy: -3077.61348 a.u.
- Molar mass: 908.24 g mol⁻¹
- Structure (SMILES): COC[C@H](C)N.COC[C@H](C)N.COC[C@H](C)N.COC[C@H](C)N.COC[C@H](C)N.COC[C@H](C)N.COCCNCCOC.NC(N)=O.NC(N)=O.NC(N)=O.NC(N)=O

Last column: Mulliken charge in e.
Cartesian coordinates (Å):
C 6.298 -9.797 5.274  -0.743
O 6.871 -8.511 5.497  -0.256
C 7.260 -8.313 6.845  -0.730
C 7.683 -6.829 6.986  0.519
C 8.229 -6.450 8.379  -1.341
N 6.655 -5.809 6.686  -0.741
H 7.096 -10.539 5.275  0.290
H 5.806 -9.709 4.305  0.237
H 5.520 -10.090 5.979  0.311
H 6.419 -8.442 7.526  0.355
H 8.068 -8.974 7.158  0.348
H 8.427 -6.698 6.200  0.254
H 9.230 -6.828 8.591  0.356
H 7.694 -6.892 9.219  0.321
H 8.240 -5.373 8.549  0.353
H 6.405 -5.938 5.716  0.244
H 7.000 -4.864 6.776  0.224
C -6.940 8.975 -8.236  -0.709
O -7.190 7.866 -7.425  -0.304
C -5.920 7.205 -7.038  -0.662
C -6.279 5.913 -6.243  0.344
C -5.045 5.172 -5.723  -1.451
N -7.119 5.023 -7.004  -0.727
H -5.977 8.850 -8.732  0.331
H -6.926 9.929 -7.710  0.239
H -7.711 8.954 -9.006  0.239
H -5.442 6.759 -7.910  0.360
H -5.175 7.769 -6.477  0.352
H -6.822 6.241 -5.357  0.342
H -5.391 4.251 -5.254  0.360
H -4.477 5.759 -5.002  0.375
H -4.433 4.895 -6.582  0.308
H -7.992 5.529 -7.057  0.330
H -6.786 5.006 -7.957  0.273
C 1.632 6.580 7.887  -0.681
O 0.481 6.590 7.084  -0.329
C -0.754 6.081 7.704  -0.688
C -0.671 4.565 8.026  0.397
C -0.232 3.841 6.745  -1.299
N -1.944 4.027 8.390  -0.743
H 2.462 7.115 7.426  0.256
H 1.794 5.550 8.205  0.260
H 1.487 7.145 8.808  0.304
H -0.970 6.736 8.548  0.353
H -1.521 6.219 6.942  0.313
H 0.060 4.472 8.829  0.266
H -0.802 4.156 5.871  0.340
H -0.386 2.767 6.843  0.397
H 0.795 3.954 6.396  0.323
H -2.508 4.013 7.553  0.283
H -2.477 4.628 9.002  0.249
C 0.029 -6.744 3.196  -0.735
O -0.364 -6.118 4.408  -0.284
C 0.656 -6.218 5.428  -0.747
C 0.205 -5.598 6.772  0.516
C -0.067 -4.136 6.677  -1.420
N 1.164 -5.815 7.766  -0.704
H -0.822 -6.504 2.559  0.214
H 0.050 -7.819 3.372  0.323
H 0.927 -6.316 2.750  0.300
H 0.947 -7.269 5.446  0.424
H 1.567 -5.747 5.059  0.342
H -0.770 -6.039 6.976  0.206
H -0.737 -3.832 5.873  0.327
H 0.869 -3.656 6.391  0.312
H -0.432 -3.596 7.551  0.361
H 0.941 -5.330 8.623  0.292
H 2.045 -5.420 7.470  0.270
C 7.762 -2.276 -3.428  -0.722
O 7.906 -3.187 -2.363  -0.313
C 7.245 -2.754 -1.077  -0.811
C 7.772 -3.571 0.100  0.660
C 9.169 -3.943 -0.010  -1.463
N 6.855 -4.577 0.382  -0.689
H 8.305 -1.363 -3.185  0.301
H 6.707 -2.020 -3.520  0.293
H 8.141 -2.631 -4.387  0.234
H 7.340 -1.697 -0.830  0.400
H 6.159 -2.840 -1.107  0.460
H 7.899 -2.963 0.995  0.157
H 9.564 -4.478 0.854  0.415
H 9.690 -3.004 -0.196  0.302
H 9.357 -4.630 -0.835  0.293
H 7.159 -5.109 1.185  0.258
H 6.777 -5.339 -0.275  0.226
C 1.559 6.080 -5.786  -0.794
O 0.747 6.831 -6.695  -0.247
C 1.363 8.042 -7.133  -0.727
C 0.379 8.758 -8.090  0.566
C -0.016 8.002 -9.365  -1.424
N 0.789 10.039 -8.587  -0.772
H 1.073 5.195 -5.375  0.263
H 1.942 6.636 -4.931  0.304
H 2.454 5.674 -6.257  0.322
H 1.586 8.650 -6.256  0.320
H 2.291 7.969 -7.699  0.330
H -0.499 8.998 -7.490  0.256
H -0.436 7.048 -9.043  0.340
H 0.847 7.800 -9.999  0.332
H -0.781 8.487 -9.972  0.409
H 0.601 10.682 -7.831  0.268
H 0.180 10.451 -9.279  0.253
C -2.656 -4.527 -4.109  -0.685
O -3.496 -5.290 -5.050  -0.380
C -4.664 -4.688 -5.364  -0.529
C -5.816 -5.148 -4.471  -0.486
N -6.475 -6.420 -4.865  -0.368
C -7.577 -6.258 -5.826  -0.502
C -8.371 -7.553 -5.865  -0.672
O -9.145 -7.655 -4.643  -0.333
C -10.260 -8.508 -4.887  -0.728
H -1.735 -5.067 -3.889  0.255
H -3.203 -4.350 -3.182  0.280
H -2.356 -3.574 -4.544  0.304
H -4.945 -4.861 -6.402  0.257
H -4.408 -3.629 -5.340  0.376
H -6.537 -4.330 -4.483  0.279
H -5.367 -5.317 -3.493  0.377
H -6.764 -6.965 -4.065  0.279
H -7.312 -5.959 -6.840  0.315
H -8.242 -5.466 -5.481  0.307
H -7.837 -8.469 -6.121  0.362
H -9.087 -7.441 -6.679  0.455
H -10.725 -8.869 -3.969  0.247
H -9.952 -9.374 -5.473  0.310
H -11.007 -7.886 -5.380  0.280
N -5.380 -3.759 1.957  -0.387
C -5.549 -2.473 1.853  0.660
N -6.702 -2.159 1.388  -0.370
O -4.810 -1.658 2.362  -0.679
H -4.475 -3.998 2.334  0.214
H -5.927 -4.482 1.511  0.177
H -7.221 -2.916 0.968  0.163
H -6.957 -1.186 1.298  0.222
N 1.636 -0.588 1.860  -0.357
C 1.481 0.551 1.158  0.596
N 0.243 0.831 0.858  -0.389
O 2.418 1.304 0.861  -0.654
H 2.538 -1.042 1.844  0.202
H 0.876 -0.935 2.427  0.184
H -0.016 1.681 0.378  0.231
H -0.527 0.482 1.411  0.188
N -3.369 8.928 -0.581  -0.408
C -2.581 8.057 0.029  0.686
N -1.404 8.556 0.234  -0.389
O -2.866 6.886 0.335  -0.681
H -4.265 8.511 -0.793  0.226
H -3.096 9.875 -0.798  0.172
H -1.324 9.553 0.093  0.168
H -0.737 7.932 0.666  0.226
N 6.796 5.164 2.039  -0.373
C 6.278 5.969 2.908  0.698
N 5.016 5.737 3.045  -0.382
O 6.921 6.675 3.681  -0.674
H 6.166 4.597 1.489  0.150
H 7.778 4.942 1.961  0.209
H 4.582 4.984 2.531  0.165
H 4.597 6.301 3.771  0.207

No. 2
The following is a DFT calculation (ωB97M-V with the def2-TZVPD basis set) of a structure of composition C8H15N2OPb2.

Output
- Charge: +3
- HOMO energy: -17.369 eV
- Electronic energy: -882.96058 a.u.
- Energy relative to the best compared isomer or geometry (same formula, charge and spin): 0.0 kcal per mole
- Molar mass: 569.62 g mol⁻¹

Last column: Mulliken charge in e.
Cartesian coordinates (Å):
Pb -2.549 -4.150 1.714  1.587
Pb 1.207 -4.147 1.301  1.529
O -0.754 -3.162 0.340  -0.652
H -0.854 -2.418 -0.286  0.310
C 1.781 -0.163 -1.443  -0.769
C 1.649 0.557 -2.840  -0.443
C 2.981 0.582 -3.650  -0.611
C 4.204 1.018 -3.030  0.229
N 5.177 1.368 -2.522  -0.331
H 1.793 0.388 -0.502  0.339
H 2.650 -0.817 -1.508  0.359
H 0.849 -0.708 -1.296  0.010
H 1.202 1.526 -2.619  0.342
H 0.886 0.068 -3.445  0.338
H 2.926 1.236 -4.521  0.361
H 3.259 -0.385 -4.069  0.295
C -3.057 0.899 3.385  -1.019
C -1.613 0.900 3.005  -0.521
C -1.490 0.939 1.413  -0.224
C -2.422 -0.095 0.837  0.263
N -3.159 -0.870 0.396  -0.460
H -2.958 1.385 4.356  0.355
H -3.433 -0.119 3.281  0.300
H -3.705 1.580 2.834  0.330
H -1.051 0.033 3.352  0.243
H -1.104 1.811 3.320  0.368
H -0.442 0.889 1.116  0.139
H -1.975 1.857 1.082  0.333

No. 3
The following is a DFT calculation (ωB97M-V with the def2-TZVPD basis set) of an isolated molecule of C5H5NO.

Output
- HOMO energy: -8.988 eV
- Electronic energy: -323.19890 a.u.
- Energy relative to the best compared isomer or geometry (same formula, charge and spin): 201.3 kcal per mole
- Molar mass: 95.10 g mol⁻¹
- Structure (SMILES): N1O[C@@H]1[C@]12[C@@H]3[C@H]1[C@@H]32

Last column: Mulliken charge in e.
Cartesian coordinates (Å):
N 2.447 0.179 -0.378  -0.479
O 1.903 1.481 -0.666  -0.308
C 1.250 0.364 -1.073  0.394
C -0.330 -0.017 -0.111  0.020
C -0.850 -0.235 1.251  -0.579
C -1.344 -1.061 0.115  -0.555
C -1.713 0.377 0.206  -0.528
H 2.294 -0.026 0.615  0.304
H 1.136 0.131 -2.117  0.355
H -0.618 -0.244 2.281  0.466
H -1.689 -2.022 -0.150  0.458
H -2.486 1.073 0.026  0.452

No. 4
The following is a DFT calculation (ωB97M-V with the def2-TZVPD basis set) of a structure of composition C3H7ClIN3O4.

Output
- HOMO energy: -8.309 eV
- Electronic energy: -1341.20715 a.u.
- Molar mass: 311.46 g mol⁻¹

Last column: Mulliken charge in e.
Cartesian coordinates (Å):
N -3.127 -0.274 1.021  -0.297
C -1.915 0.230 1.193  0.380
N -1.170 0.427 2.424  -0.395
C 0.134 -0.231 2.036  -0.242
C 0.335 0.530 0.653  -0.268
N -1.080 0.639 0.091  -0.490
I -1.035 -0.934 -1.313  0.331
H -3.354 -1.130 1.525  0.252
H -3.787 0.140 0.364  0.290
H -0.915 1.417 2.559  0.337
H -0.223 -1.245 1.713  0.264
H 0.936 -0.151 2.801  0.347
H 1.085 0.137 -0.077  0.269
H 0.536 1.595 0.964  0.237
O 2.246 0.750 -4.146  -0.644
Cl 2.720 -0.230 -3.197  1.656
O 2.232 0.114 -1.872  -0.703
O 4.163 -0.244 -3.185  -0.656
O 2.218 -1.540 -3.555  -0.671

No. 5
The following is a DFT calculation (ωB97M-V with the def2-TZVPD basis set) of a cluster of 5 separate species, C41H44INO11 in total.

Output
- HOMO energy: -7.357 eV
- Electronic energy: -2768.53033 a.u.
- Molar mass: 853.70 g mol⁻¹
- Structure (SMILES): CCCCC(=O)O[C@](I)(CC[C@H](C)CCC=C(C)C)OC#N.O=C1C=CC(=O)C=C1.O=C1C=CC(=O)C=C1.O=C1C=CC(=O)C=C1.O=C1C=CC(=O)C=C1

Last column: Mulliken charge in e.
Cartesian coordinates (Å):
C -3.978 -0.688 0.132  -1.166
C -3.421 -0.132 -1.186  0.779
C -4.479 0.342 -2.167  -1.188
C -5.306 1.569 -1.748  -0.592
C -4.429 2.759 -1.436  0.538
O -3.497 3.096 -2.116  -0.497
O -4.830 3.398 -0.288  -0.137
C -4.534 4.749 -0.138  -0.095
I -5.294 5.940 -1.776  0.100
C -3.092 5.119 0.214  -0.949
C -2.250 3.988 0.789  -0.187
C -1.279 4.510 1.843  0.877
C -0.536 5.789 1.398  -2.110
C -0.315 3.434 2.400  -1.828
C -0.322 2.092 1.668  0.043
C 0.470 2.038 0.395  -1.391
C 0.932 3.097 -0.344  1.439
C 1.976 4.072 0.190  -1.690
C 0.481 3.332 -1.750  -1.226
O -5.330 5.174 1.017  -0.381
C -5.887 4.232 1.703  0.649
N -6.346 3.436 2.411  -0.564
H -4.938 -1.178 0.020  0.366
H -3.270 -1.426 0.500  0.311
H -3.996 0.089 0.893  0.272
H -2.899 -0.950 -1.676  0.041
H -2.661 0.608 -0.955  -0.158
H -3.965 0.565 -3.096  0.315
H -5.133 -0.497 -2.384  0.515
H -5.958 1.830 -2.571  0.295
H -5.870 1.288 -0.866  0.325
H -3.145 5.921 0.943  0.461
H -2.638 5.531 -0.676  0.507
H -1.752 3.490 -0.032  -0.254
H -2.853 3.217 1.259  0.422
H -1.896 4.833 2.679  0.726
H -0.326 5.794 0.337  0.311
H 0.371 5.878 1.982  0.599
H -1.137 6.643 1.688  0.469
H -0.548 3.235 3.441  0.486
H 0.710 3.784 2.398  0.364
H 0.149 1.369 2.346  0.417
H -1.320 1.700 1.507  0.022
H 0.733 1.044 0.058  0.836
H 2.515 3.597 0.996  0.360
H 2.690 4.192 -0.620  0.596
H 1.609 5.057 0.463  0.179
H 1.237 3.877 -2.316  0.491
H 0.319 2.360 -2.219  0.280
H -0.440 3.905 -1.755  0.093
O -1.071 -2.113 -1.679  -0.386
C -0.518 -3.191 -1.777  0.136
C 0.685 -3.511 -0.976  -0.299
C 1.298 -4.684 -1.091  -0.137
C 0.802 -5.726 -2.021  0.264
O 1.355 -6.799 -2.131  -0.578
C -0.410 -5.406 -2.822  -0.410
C -1.021 -4.231 -2.709  -0.433
H 1.031 -2.739 -0.305  0.552
H 2.180 -4.929 -0.519  0.274
H -0.758 -6.179 -3.497  0.441
H -1.903 -3.976 -3.284  0.451
O 2.566 -1.818 -2.092  -0.423
C 2.931 -1.726 -3.246  0.331
C 2.980 -0.415 -3.936  -0.483
C 3.378 -0.319 -5.202  -0.336
C 3.790 -1.519 -5.974  0.245
O 4.153 -1.431 -7.125  -0.549
C 3.738 -2.832 -5.280  -0.389
C 3.341 -2.928 -4.014  -0.202
H 2.674 0.445 -3.354  0.518
H 3.421 0.627 -5.726  0.430
H 4.042 -3.694 -5.860  0.458
H 3.297 -3.875 -3.488  0.450
O 0.383 -1.794 2.731  -0.456
C -0.020 -1.580 3.854  0.253
C -1.314 -0.894 4.090  -0.283
C -1.756 -0.657 5.323  -0.361
C -0.973 -1.072 6.514  0.319
O -1.374 -0.859 7.637  -0.551
C 0.322 -1.760 6.277  -0.365
C 0.763 -1.995 5.045  -0.451
H -1.870 -0.599 3.209  0.606
H -2.696 -0.157 5.516  0.451
H 0.878 -2.054 7.158  0.404
H 1.703 -2.495 4.850  0.438
O 7.270 -3.960 3.082  -0.550
C 6.606 -4.351 2.148  0.324
C 6.317 -5.796 1.958  -0.414
C 5.589 -6.226 0.932  -0.451
C 5.034 -5.279 -0.067  0.451
O 4.367 -5.669 -1.001  -0.520
C 5.321 -3.835 0.121  -0.040
C 6.049 -3.405 1.148  -0.460
H 6.731 -6.469 2.698  0.403
H 5.367 -7.274 0.774  0.433
H 4.904 -3.161 -0.619  0.384
H 6.269 -2.357 1.305  0.441

No. 6
The following is a DFT calculation (ωB97M-V with the def2-TZVPD basis set) of a cluster of 7 separate species, C26H36N6OS in total.

Output
- HOMO energy: -7.531 eV
- Electronic energy: -1814.10377 a.u.
- Energy relative to the best compared isomer or geometry (same formula, charge and spin): 163.5 kcal per mole
- Molar mass: 480.68 g mol⁻¹

Last column: Mulliken charge in e.
Cartesian coordinates (Å):
C 0.100 -1.654 2.581  -0.752
S -1.129 -1.135 1.369  0.457
O -1.042 0.370 1.490  -0.587
C -0.054 -1.190 -0.140  -0.870
H -0.310 -1.344 3.542  0.316
H 1.067 -1.187 2.391  0.178
H 0.178 -2.736 2.478  0.331
H 0.663 -0.381 0.000  0.258
H -0.649 -1.099 -1.048  0.313
H 0.518 -2.118 -0.154  0.347
N 1.269 -7.098 2.522  -0.015
C 0.996 -7.951 1.420  -0.658
C 0.185 -8.897 1.843  -0.244
C -0.142 -8.746 3.157  -0.398
C 0.514 -7.569 3.572  -0.347
H 1.888 -6.300 2.559  0.206
H 1.404 -7.794 0.432  0.357
H -0.141 -9.768 1.294  0.371
H -0.720 -9.355 3.836  0.373
H 0.475 -6.987 4.481  0.357
N -4.432 4.202 6.206  0.002
C -3.987 3.233 5.327  -0.554
C -4.528 3.468 4.105  -0.355
C -5.462 4.502 4.330  -0.353
C -5.342 4.963 5.562  -0.503
H -4.114 4.338 7.155  0.195
H -3.286 2.506 5.708  0.387
H -4.455 2.892 3.194  0.438
H -6.165 4.820 3.574  0.380
H -5.684 5.870 6.038  0.365
N -0.401 4.664 2.002  0.046
C 0.917 4.673 1.514  -0.461
C 1.331 6.012 1.673  -0.486
C 0.447 6.638 2.543  -0.483
C -0.688 5.825 2.603  -0.371
H -1.071 3.917 1.895  0.205
H 1.403 3.882 0.961  0.439
H 2.307 6.384 1.399  0.361
H 0.563 7.609 3.003  0.370
H -1.618 5.799 3.152  0.382
N -3.185 0.530 -6.399  0.012
C -2.818 1.828 -6.597  -0.464
C -2.396 2.401 -5.452  -0.557
C -2.445 1.423 -4.512  -0.163
C -3.077 0.298 -5.066  -0.631
H -3.598 -0.091 -7.080  0.202
H -2.964 2.227 -7.590  0.395
H -2.032 3.410 -5.329  0.388
H -2.127 1.504 -3.483  0.458
H -3.212 -0.668 -4.604  0.364
N 1.321 -4.448 -6.201  -0.026
C 2.023 -3.948 -5.071  -0.398
C 1.646 -2.591 -4.894  -0.429
C 0.846 -2.228 -5.989  -0.337
C 0.706 -3.338 -6.751  -0.619
H 1.410 -5.383 -6.570  0.207
H 2.658 -4.689 -4.610  0.368
H 2.033 -1.932 -4.131  0.439
H 0.501 -1.215 -6.133  0.425
H 0.081 -3.477 -7.621  0.369
N 5.813 2.324 -0.397  0.007
C 5.127 1.184 -0.578  -0.616
C 4.643 0.815 0.675  -0.270
C 5.176 1.682 1.604  -0.383
C 5.915 2.625 0.924  -0.540
H 6.378 2.819 -1.073  0.215
H 5.123 0.704 -1.545  0.394
H 4.065 -0.063 0.926  0.437
H 5.093 1.581 2.676  0.384
H 6.490 3.456 1.305  0.372

| no. | largest force on an atom (Eh/bohr) |
| --- | --- |
| 1 | 0.1051 |
| 2 | 0.0597 |
| 3 | 0.1032 |
| 4 | 0.0904 |
| 5 | 0.0555 |
| 6 | 0.0799 |